C5H7NO as an isolated structure. Source: OMol25; level of theory: ωB97M-V/def2-TZVPD.

Each line ends with the Löwdin charge.
Atoms and positions in Å:
O: -0.82 1.39 0.31  -0.054
N: 0.29 -0.97 0.22  -0.091
C: -1.13 0.35 -0.63  -0.217
C: 1.00 -0.08 1.05  -0.056
C: 0.38 0.08 -0.84  -0.203
C: -1.20 -0.98 0.11  -0.074
C: 0.63 1.14 0.25  -0.227
H: -1.85 0.65 -1.40  0.141
H: 2.41 -0.46 -0.38  0.182
H: 0.98 -0.17 2.15  0.112
H: 1.19 2.08 0.29  0.139
H: 1.13 -0.16 -1.62  0.107
H: -1.77 -1.06 1.03  0.121
H: -1.42 -1.82 -0.56  0.120

Output
gap between HOMO and LUMO (alpha / beta)	0.2895 / 0.3109	hartree
energy relative to the best compared isomer or geometry (same formula, charge and spin)	182.4	kcal/mol
spin multiplicity	1
strongest force on any atom	0.0393	hartree/bohr

***

C5H7NO in the gas phase. Source: OMol25; level of theory: ωB97M-V/def2-TZVPD.

Each line ends with the Löwdin charge.
Atoms and positions in Å:
O: 1.39 0.64 0.84  -0.053
N: 0.83 -1.48 -0.06  0.099
C: 0.56 1.35 -0.10  -0.170
C: -0.36 -0.94 -0.66  -0.360
C: 1.56 -0.69 0.62  -0.228
C: -1.42 -0.44 0.28  -0.030
C: -0.44 0.52 -0.79  -0.129
H: 1.20 1.73 -0.91  0.126
H: -2.46 -0.73 0.05  0.102
H: 0.15 2.21 0.44  0.132
H: 2.45 -1.05 1.13  0.130
H: -1.18 -0.42 1.34  0.104
H: -1.57 0.85 -0.70  0.149
H: -0.71 -1.55 -1.48  0.130

Output
gap between HOMO and LUMO	0.3548	hartree
energy relative to the best compared isomer or geometry (same formula, charge and spin)	87.4	kcal/mol
spin multiplicity	1
structure (SMILES)	C1=N[C@H]2C[C@H]2CO1
strongest force on any atom	0.0884	hartree/bohr

***

C5H7NO as an isolated structure. Source: OMol25; level of theory: ωB97M-V/def2-TZVPD.

Each line ends with the Löwdin charge.
Atoms and positions in Å:
O: 0.89 -1.33 -0.63  0.040
N: 2.37 0.19 0.53  0.178
C: 0.25 0.71 -0.66  -0.134
C: -0.36 -0.67 -0.97  -0.228
C: 1.43 -0.14 -0.22  -0.425
C: -0.68 0.86 0.58  -0.106
C: -1.27 -0.54 0.26  -0.102
H: 2.69 -0.35 1.30  0.050
H: -0.14 0.93 1.54  0.110
H: 0.36 1.52 -1.38  0.143
H: -1.39 1.69 0.53  0.105
H: -0.75 -1.00 -1.93  0.146
H: -1.06 -1.29 1.03  0.114
H: -2.34 -0.57 0.02  0.108

Output
gap between HOMO and LUMO	0.3887	hartree
energy relative to the best compared isomer or geometry (same formula, charge and spin)	55.3	kcal/mol
spin multiplicity	1
strongest force on any atom	0.0295	hartree/bohr

***

C5H7NO in the gas phase. Source: OMol25; level of theory: ωB97M-V/def2-TZVPD.

Each line ends with the Löwdin charge.
Atoms and positions in Å:
O: -0.98 2.16 0.95  -0.051
N: 0.48 -0.50 -0.99  0.029
C: -0.83 1.52 -0.22  -0.131
C: 0.45 0.36 1.37  -0.072
C: -0.21 1.44 1.87  -0.194
C: 0.33 -1.92 -0.53  -0.023
C: 0.00 0.47 0.03  -0.357
H: 0.48 -1.87 0.55  0.066
H: -0.68 -2.25 -0.78  0.098
H: 1.48 -0.32 -1.13  0.169
H: -0.27 1.88 2.86  0.088
H: 0.02 -0.36 -1.89  0.170
H: -1.35 1.93 -1.07  0.115
H: 1.07 -2.54 -1.02  0.091

Output
gap between HOMO and LUMO	0.2743	hartree
energy relative to the best compared isomer or geometry (same formula, charge and spin)	97.6	kcal/mol
spin multiplicity	1
strongest force on any atom	0.0082	hartree/bohr

***

C5H7NO in the gas phase. Source: OMol25; level of theory: ωB97M-V/def2-TZVPD.

Each line ends with the Löwdin charge.
Atoms and positions in Å:
O: -0.50 2.10 0.94  0.145
N: 0.03 0.91 -2.19  0.106
C: -0.76 -0.18 -0.23  -0.140
C: 0.67 -0.11 0.39  -0.213
C: -0.89 0.22 -1.66  -0.207
C: -0.25 1.00 0.54  -0.343
C: 0.89 -0.90 1.66  -0.051
H: -0.23 1.23 -3.12  0.053
H: 1.76 -0.50 2.19  0.084
H: 0.03 -0.82 2.32  0.089
H: -1.84 -0.04 -2.15  0.116
H: -1.47 -0.89 0.18  0.138
H: 1.07 -1.96 1.46  0.080
H: 1.48 -0.05 -0.34  0.143

Output
gap between HOMO and LUMO	0.3687	hartree
energy relative to the best compared isomer or geometry (same formula, charge and spin)	53.5	kcal/mol
spin multiplicity	1
structure (SMILES)	[H]/N=C/[C@@H]1C(=O)[C@H]1C
strongest force on any atom	0.0126	hartree/bohr

***

A 2-piece molecular cluster, C5H7NO overall. Source: OMol25; level of theory: ωB97M-V/def2-TZVPD.

Each line ends with the Löwdin charge.
Atoms and positions in Å:
O: 1.63 -1.30 0.24  0.020
N: -2.23 0.59 -2.18  0.171
C: 1.41 0.96 -0.53  -0.059
C: 2.00 -0.14 0.30  -0.304
C: -1.40 -0.94 0.88  -0.154
C: -1.98 0.42 -1.05  -0.296
C: -1.67 0.39 0.32  -0.001
H: 2.79 0.15 1.03  0.118
H: 0.91 0.55 -1.41  0.078
H: 0.66 1.50 0.08  0.071
H: 2.16 1.70 -0.83  0.080
H: -0.87 -0.90 1.83  0.073
H: -0.96 -1.70 0.21  0.084
H: -2.44 -1.27 1.11  0.117

Output
gap between HOMO and LUMO (alpha / beta)	0.2820 / 0.2822	hartree
energy relative to the best compared isomer or geometry (same formula, charge and spin)	104.6	kcal/mol
spin multiplicity	1
strongest force on any atom	0.0184	hartree/bohr